20
Properties=species:S:1:pos:R:3:lowdin_charge:R:1 method="wB97M-V/def2-TZVPD" charge=+1 homo_ha="-0.5003 / -0.5023" total_energy_ev=-12888.8134 homo_lumo_gap_ev="7.4 / 7.1"
C -0.242 0.718 2.547 -0.228
C 0.941 1.684 1.000 -0.209
C 0.218 0.614 0.558 0.100
C 1.745 2.704 0.181 0.017
C -1.371 -2.840 -2.064 -0.045
C -1.003 -1.835 -0.969 -0.185
N -0.465 -0.031 1.535 0.114
N 0.536 1.753 2.342 0.130
N -0.166 -0.729 -1.441 0.016
O 0.076 -0.457 -2.554 0.199
H -0.416 0.328 3.512 0.137
H 2.041 2.231 -0.701 0.063
H 1.104 3.477 -0.023 0.059
H 2.702 3.024 0.604 0.099
H -2.004 -3.690 -1.628 0.131
H -1.891 -2.350 -2.777 0.034
H -0.476 -3.186 -2.590 0.094
H -0.357 -2.287 -0.292 0.104
H -1.872 -1.421 -0.428 0.148
H 0.901 2.294 3.187 0.223

22
Properties=species:S:1:pos:R:3:lowdin_charge:R:1 method="wB97M-V/def2-TZVPD" charge=-1 homo_ha=-0.1576 total_energy_ev=-16991.9514 homo_lumo_gap_ev=8.0 smiles="CC(=O)[C@@H]1CCCN1N=[N+]([O-])[O-]"
C -1.010 1.077 -1.369 0.000
C -0.878 1.348 0.241 -0.463
O -1.096 2.470 0.646 0.017
C 0.107 0.473 0.939 -0.285
C 1.507 0.666 0.249 -0.117
C 2.023 -0.744 -0.097 -0.139
C 1.041 -1.608 0.702 -0.271
N -0.139 -0.943 0.987 -0.037
N -1.394 -1.519 -0.110 0.153
N -2.405 -0.789 -0.097 -0.565
O -2.518 0.182 0.737 -0.063
O -3.189 -0.973 -1.070 -0.088
H -1.941 1.410 -1.670 0.044
H -0.746 0.038 -1.577 0.057
H -0.149 1.635 -1.806 0.074
H 0.158 0.808 1.948 0.128
H 1.943 1.239 1.087 0.119
H 1.490 1.231 -0.578 0.043
H 1.900 -0.764 -1.176 0.103
H 3.016 -0.839 0.228 0.076
H 0.785 -2.547 0.145 0.117
H 1.495 -1.852 1.639 0.096

20
Properties=species:S:1:pos:R:3:lowdin_charge:R:1 method="wB97M-V/def2-TZVPD" charge=+1 homo_ha=-0.4976 total_energy_ev=-21679.2574 homo_lumo_gap_ev=9.6
C 0.824 0.557 -2.347 -0.389
C -1.301 0.019 -3.450 -0.409
C -0.256 0.391 -1.607 -0.251
C -0.237 0.598 0.652 -0.031
C 0.964 -1.500 0.740 0.002
C 0.140 -0.365 2.787 -0.002
N -1.435 0.100 -2.141 0.007
N 0.143 -0.464 1.354 -0.164
N -0.858 1.790 0.839 0.177
S 0.279 0.416 -3.975 1.067
H 1.862 0.706 -1.988 0.103
H -2.198 -0.263 -3.936 0.085
H 1.791 -1.570 1.316 0.053
H 0.403 -2.569 0.695 0.172
H 1.189 -1.217 -0.234 0.045
H -0.077 0.601 3.018 0.049
H -0.634 -1.002 3.122 0.095
H 1.098 -0.849 3.287 0.161
H -0.903 2.467 0.091 0.123
H -0.793 2.155 1.775 0.109

22
Properties=species:S:1:pos:R:3:lowdin_charge:R:1 method="wB97M-V/def2-TZVPD" charge=0 homo_ha=-0.3543 total_energy_ev=-16437.5452 homo_lumo_gap_ev=8.3 smiles="CC(=O)N(C)N.O=C1N=CC=N1"
C -1.346 0.447 0.044 -0.007
C 0.037 0.732 0.584 -0.475
O 0.985 -0.007 0.369 -0.009
N 0.209 1.860 1.335 -0.205
C -0.792 2.844 1.690 -0.050
N 1.491 2.135 1.845 0.069
H -1.696 1.260 -0.622 0.100
H -2.084 0.334 0.852 0.089
H -1.299 -0.477 -0.520 0.036
H -0.491 3.826 1.297 0.090
H -0.883 2.900 2.781 0.088
H -1.761 2.573 1.262 0.072
H 2.134 2.164 1.038 0.098
H 1.774 1.311 2.387 0.092
O -0.889 -2.184 -3.793 0.150
C -0.232 -2.455 -2.824 -0.477
N 0.481 -3.702 -2.645 0.143
C 1.037 -3.567 -1.497 -0.069
C 0.704 -2.237 -0.900 -0.070
N -0.059 -1.563 -1.691 0.138
H 1.654 -4.324 -1.042 0.109
H 1.027 -1.872 0.051 0.089

23
Properties=species:S:1:pos:R:3:lowdin_charge:R:1 method="wB97M-V/def2-TZVPD" charge=+1 homo_ha=-0.4527 total_energy_ev=-26708.5123 homo_lumo_gap_ev=9.4
C -2.179 0.081 1.118 -0.184
C -3.677 -0.700 -0.387 -0.371
C -1.292 -0.752 0.295 -0.581
C 0.348 2.820 -0.154 -0.253
C 2.172 -1.506 -0.174 -0.382
C -0.168 3.930 -0.620 0.018
N -3.513 0.121 0.518 0.030
N 3.008 -2.323 -0.799 0.210
N 2.550 -0.441 0.565 0.210
N -0.048 -0.793 0.434 0.023
N 0.811 -1.657 -0.210 0.064
O 0.857 1.887 0.364 0.088
S -2.198 -1.711 -0.891 0.961
H -2.199 -0.256 2.158 0.145
H -4.497 -0.942 -0.991 0.064
H -1.816 1.013 1.481 0.116
H 0.340 4.831 -0.182 0.094
H -1.055 4.077 -1.352 0.113
H 3.923 -2.015 -0.657 0.104
H 2.679 -3.350 -0.969 0.202
H 3.504 -0.347 0.701 0.094
H 2.100 0.486 0.440 0.094
H 0.352 -2.454 -0.688 0.139

18
Properties=species:S:1:pos:R:3:lowdin_charge:R:1 method="wB97M-V/def2-TZVPD" charge=+1 homo_ha=-0.5075 total_energy_ev=-9912.3729 homo_lumo_gap_ev=8.6
C -3.070 -0.774 -0.548 0.129
C -1.831 -0.544 -0.896 -0.088
C -0.947 0.036 0.080 0.039
N 0.341 0.146 -0.088 -0.043
C 1.145 -0.151 -1.344 0.064
C 1.138 0.560 0.992 -0.284
C 2.409 0.211 1.205 0.150
O 0.216 1.061 2.039 -0.019
H -3.723 -1.017 -1.333 0.083
H -3.452 -0.345 0.328 0.082
H -1.432 -0.930 -1.857 0.124
H -1.309 0.590 0.865 0.122
H 0.337 -0.350 -2.078 0.088
H 1.702 -1.110 -1.092 0.133
H 1.837 0.696 -1.433 0.119
H 2.942 0.528 2.025 0.065
H 2.964 -0.183 0.383 0.069
H 0.731 1.577 2.754 0.166

20
Properties=species:S:1:pos:R:3:lowdin_charge:R:1 method="wB97M-V/def2-TZVPD" charge=-1 homo_ha=-0.1304 total_energy_ev=-22803.7911 homo_lumo_gap_ev=7.3
C 0.573 -1.694 -1.152 0.014
C -2.061 0.037 -0.188 0.042
C 0.938 -0.423 -0.776 -0.434
C -0.994 -0.119 0.673 -0.434
C 1.982 0.333 -1.496 -0.092
C -0.981 -0.641 2.153 -0.053
N 0.321 0.209 0.283 -0.196
O 0.374 2.350 1.838 -0.512
O -0.687 2.619 -0.374 -0.517
S 0.478 2.130 0.411 0.700
H -0.095 -2.234 -0.475 0.045
H 1.060 -2.128 -1.932 -0.012
H -1.866 0.480 -1.165 0.052
H -3.072 -0.300 0.004 0.039
H 2.903 0.413 -0.971 0.071
H 1.833 1.344 -1.698 0.024
H 2.202 -0.092 -2.447 0.065
H -1.773 -0.215 2.746 0.045
H 0.025 -0.290 2.485 0.071
H -1.161 -1.779 2.080 0.084

21
Properties=species:S:1:pos:R:3:lowdin_charge:R:1 method="wB97M-V/def2-TZVPD" charge=+1 homo_ha=-0.5522 total_energy_ev=-24840.6885 homo_lumo_gap_ev=10.9
C 1.500 1.296 -0.840 0.054
C 2.331 -1.309 -0.227 -0.273
C -1.698 1.738 1.379 -0.096
C -2.624 0.668 1.007 -0.105
C -1.137 0.339 1.190 -0.302
C 1.778 -2.286 -0.984 -0.009
N 1.053 0.186 -0.534 -0.112
O 3.074 -0.923 0.541 0.288
O -1.224 0.773 -1.364 -0.252
O -0.722 -1.553 -0.685 -0.291
S -0.666 -0.128 -0.433 0.699
H 0.721 2.140 -1.100 0.152
H 2.588 1.503 -0.780 0.126
H -1.295 2.465 0.630 0.125
H -1.548 2.189 2.355 0.125
H -3.201 0.229 1.695 0.077
H -3.070 0.589 -0.029 0.146
H -0.774 -0.318 2.079 0.180
H 1.891 -1.892 -2.120 0.197
H 2.399 -3.247 -0.912 0.157
H 0.625 -2.461 -0.870 0.113

How do the records compare in relative energy (zero: lowest compared OMol25 entry of this formula, charge and spin)? In the order shown, they have 180.52, 75.47, 85.29, 43.29, 4.76, 46.59, 23.20, 46.24 kcal per mole.